[1]
# C15H24N4O5Tm

A molecular structure, C15H24N4O5Tm in a non-equilibrium geometry (ωB97M-V/def2-TZVPD, OMol25).

Geometry as ORCA input:
```
! RIJCOSX wB97M-V def2-TZVPD def2/J DEFGRID3
* xyz 1 3
O -0.055 -1.143 -1.957
H -0.751 -1.342 -2.613
Tm 0.139 0.127 -0.278
N 2.400 0.051 0.161
N 1.013 2.194 0.561
O 3.069 -1.154 0.090
O 0.273 3.365 0.906
C 3.089 1.092 0.671
C 2.312 2.293 0.862
C 4.526 1.015 1.068
C 2.927 3.547 1.370
H 4.962 0.083 0.705
H 4.645 1.063 2.161
H 5.078 1.868 0.653
H 2.176 4.230 1.770
H 3.470 4.055 0.562
H 3.654 3.303 2.154
H 2.702 -1.620 -0.786
H -0.479 3.388 0.287
O -0.059 0.037 2.141
H 0.260 -0.773 2.581
H 0.315 0.794 2.629
C 0.428 1.525 -2.184
H 0.268 0.941 -3.117
H 1.466 1.890 -2.219
H -0.245 2.398 -2.232
O 2.183 -2.250 -1.990
H 1.246 -1.830 -2.142
H 2.763 -2.055 -2.740
C -0.817 -4.314 -0.229
C -2.138 -4.282 -0.692
C -2.855 -3.090 -0.585
C -2.254 -1.957 -0.001
N -0.978 -2.020 0.455
C -0.279 -3.166 0.364
C -2.928 -0.628 0.050
C -4.308 -0.476 -0.154
C -4.905 0.739 0.185
C -4.116 1.794 0.676
C -2.726 1.627 0.704
N -2.155 0.469 0.304
H -0.194 -5.199 -0.319
H -2.590 -5.147 -1.177
H -3.861 -2.986 -0.964
H 0.765 -3.128 0.703
H -4.860 -1.326 -0.546
H -5.977 0.853 0.063
H -4.549 2.731 1.021
H -2.050 2.414 1.067
*
```

## Properties
- Total energy: -2266.18419 Eh
- ⟨S²⟩: 2.00
- HOMO level (spin up / spin down): -9.945 / -9.974 eV
- M: 509.3 g mol⁻¹

Results of the Löwdin charge analysis, in e, for atoms 1 through 5:
1. O -0.420
2. H 0.052
3. Tm 1.343
4. N -0.083
5. N -0.073

---

[2]
# C15H24N5O3S2

A gas-phase ion, C15H24N5O3S2 (charge +1) in a non-equilibrium geometry (ωB97M-V/def2-TZVPD, OMol25).

Geometry as ORCA input:
```
! RIJCOSX wB97M-V def2-TZVPD def2/J DEFGRID3
* xyz 1 1
N 4.630 0.934 2.371
C 3.977 1.103 1.179
N 4.819 1.244 0.021
C 3.918 1.712 -1.062
O 2.948 0.692 -1.283
C 2.035 0.623 -0.215
C 1.623 -0.884 0.146
C 1.600 -1.859 -1.102
C 0.250 -2.718 -1.203
C -0.218 -3.299 0.179
O -1.208 -2.457 0.838
C -1.200 -2.630 2.216
O -0.224 -2.591 2.924
C 0.738 1.518 -0.528
C -0.450 0.696 -1.162
C -1.568 1.614 -1.836
S -2.182 2.868 -0.633
C -3.177 2.058 0.657
S -2.651 2.242 2.224
N -4.372 1.315 0.372
C -4.931 0.989 -0.890
C -6.152 0.273 -0.520
N -6.318 0.160 0.893
C -5.217 0.807 1.370
N 2.595 1.194 1.088
H 4.958 1.757 2.884
H 4.853 0.028 2.777
H 5.222 0.322 -0.183
H 3.493 2.722 -0.819
H 4.546 1.788 -1.996
H 2.426 -1.279 0.844
H 0.674 -0.854 0.741
H 2.497 -2.541 -1.078
H 1.668 -1.321 -2.096
H 0.497 -3.593 -1.867
H -0.520 -2.111 -1.747
H -0.744 -4.279 -0.032
H 0.691 -3.504 0.802
H -2.206 -2.771 2.713
H 1.032 2.338 -1.239
H 0.360 1.948 0.450
H -0.011 0.094 -2.014
H -0.944 -0.022 -0.447
H -1.045 2.147 -2.687
H -2.373 0.951 -2.245
H -4.544 1.240 -1.902
H -6.927 -0.146 -1.201
H -5.065 0.884 2.471
H 2.195 0.601 1.827
*
```

## Properties
- Total energy: -1881.47951 Eh
- HOMO level: -10.865 eV
- M: 386.5 g mol⁻¹

Results of the Löwdin charge analysis, in e, for atoms 1 through 5:
1. N 0.142
2. C -0.266
3. N 0.131
4. C -0.156
5. O -0.051

---

[3]
# C15H24O2

C15H24O2 in the gas phase in a non-equilibrium geometry (ωB97M-V/def2-TZVPD, OMol25).

Geometry as ORCA input:
```
! RIJCOSX wB97M-V def2-TZVPD def2/J DEFGRID3
* xyz 0 1
O -0.832 0.409 -3.143
O -0.541 1.139 -0.967
C -0.246 1.110 -2.267
C -0.956 3.903 -3.042
C -1.337 0.081 -0.392
C 0.844 2.092 -2.872
C 0.142 3.152 -3.800
C -0.237 -0.031 3.410
C -1.118 -2.337 0.546
C 1.189 -2.652 0.149
C -0.119 -1.498 3.570
C 0.586 0.486 2.251
C -0.558 -1.272 -0.309
C 0.083 -2.803 1.302
C 0.895 -1.126 0.113
C 0.766 -1.960 2.387
C 1.192 -0.813 1.561
H -0.557 4.419 -2.156
H -1.692 3.144 -2.776
H -1.437 4.539 -3.782
H -2.250 0.047 -1.027
H -1.784 0.460 0.575
H 1.480 2.498 -2.043
H 1.496 1.513 -3.495
H -0.244 2.608 -4.738
H 0.774 3.868 -4.205
H 0.211 0.536 4.288
H -1.219 0.335 3.364
H -1.547 -3.106 -0.142
H -1.872 -2.035 1.256
H 1.074 -3.193 -0.752
H 2.192 -2.884 0.506
H -1.099 -1.915 3.612
H 0.367 -1.902 4.522
H -0.042 1.135 1.584
H 1.399 1.057 2.665
H -0.512 -1.667 -1.285
H -0.067 -3.842 1.509
H 1.527 -0.430 -0.501
H 1.707 -2.404 2.908
H 2.341 -0.659 1.612
*
```

## Properties
- Total energy: -736.36619 Eh
- HOMO level: -9.934 eV
- M: 236.4 g mol⁻¹

Results of the Löwdin charge analysis, in e, for atoms 1 through 5:
1. O 0.042
2. O -0.016
3. C -0.438
4. C -0.104
5. C -0.091

---

[4]
# C15H24O2

C15H24O2 in the gas phase in a non-equilibrium geometry (ωB97M-V/def2-TZVPD, OMol25).

Geometry as ORCA input:
```
! RIJCOSX wB97M-V def2-TZVPD def2/J DEFGRID3
* xyz 0 1
O -2.718 2.002 -0.805
O 2.014 -2.175 1.806
C 1.413 2.787 -0.797
C -0.877 3.403 -0.319
C 0.930 1.637 -1.461
C -1.381 2.245 -0.902
C 0.499 3.660 -0.236
C -0.469 1.330 -1.481
C 0.983 4.848 0.519
C 0.628 -4.004 2.613
C -0.059 -1.632 2.942
C -0.071 -2.630 0.643
C 0.028 -1.302 -0.148
C 0.623 -2.580 2.000
C -0.204 -0.375 -3.431
C -1.150 -1.112 -1.151
C -0.993 0.048 -2.173
H -2.922 1.133 -1.224
H 2.059 -1.207 1.588
H 2.474 3.006 -0.734
H -1.638 4.090 0.146
H 1.626 0.935 -1.900
H 0.165 5.340 1.067
H 1.397 5.572 -0.188
H 1.718 4.557 1.289
H 1.125 -4.010 3.577
H 1.194 -4.706 1.969
H -0.389 -4.361 2.727
H 0.107 -0.637 2.606
H 0.340 -1.728 3.956
H -1.153 -1.818 2.989
H 0.352 -3.465 0.047
H -1.184 -2.824 0.765
H 0.076 -0.446 0.531
H 0.957 -1.321 -0.739
H 0.064 0.508 -4.025
H 0.704 -0.914 -3.169
H -0.841 -1.053 -4.014
H -1.390 -2.044 -1.679
H -2.051 -0.983 -0.589
H -1.986 0.225 -2.612
*
```

## Properties
- Total energy: -736.43925 Eh
- HOMO level: -8.462 eV
- M: 236.4 g mol⁻¹

Results of the Löwdin charge analysis, in e, for atoms 1 through 5:
1. O 0.052
2. O -0.043
3. C -0.054
4. C 0.022
5. C -0.018

---

[5]
# C15H24O3

C15H24O3 in the gas phase in a non-equilibrium geometry (ωB97M-V/def2-TZVPD, OMol25).

Geometry as ORCA input:
```
! RIJCOSX wB97M-V def2-TZVPD def2/J DEFGRID3
* xyz 0 1
C -2.005 3.947 0.577
C -1.704 3.735 1.754
O 0.954 0.257 1.201
O 0.088 -1.937 1.175
O -1.343 -0.225 0.551
C 0.540 -0.010 -3.459
C 0.397 -2.575 -3.107
C 2.506 -1.394 -2.543
C -1.261 3.358 3.096
C 1.482 -0.049 -0.083
C 0.359 -2.237 -0.157
C -0.988 -0.341 -0.870
C -0.188 -0.590 1.477
C -0.570 2.014 3.247
C -0.743 -0.461 2.957
C -1.507 0.758 3.236
C 0.906 -1.260 -2.473
C 0.486 -0.951 -0.990
H -2.229 4.231 -0.453
H -0.458 0.120 -3.432
H 0.939 -0.107 -4.456
H 0.877 0.881 -3.048
H 1.091 -3.248 -2.733
H 0.528 -2.516 -4.164
H -0.658 -2.729 -2.855
H 2.905 -0.319 -2.424
H 2.688 -1.799 -3.585
H 2.899 -2.000 -1.720
H -2.041 3.462 3.834
H -0.513 4.067 3.356
H 1.826 0.869 -0.628
H 2.464 -0.573 0.072
H -0.549 -2.869 -0.446
H 1.219 -2.798 -0.196
H -1.047 0.638 -1.368
H -1.659 -0.875 -1.497
H 0.100 1.919 2.453
H -0.035 1.911 4.133
H -1.465 -1.313 3.199
H 0.067 -0.511 3.621
H -2.319 0.934 2.552
H -2.037 0.587 4.196
*
```

## Properties
- Total energy: -811.51446 Eh
- HOMO level: -9.537 eV
- M: 252.4 g mol⁻¹

Results of the Löwdin charge analysis, in e, for atoms 1 through 5:
1. C 0.102
2. C -0.128
3. O -0.027
4. O -0.017
5. O -0.046

---

[6]
# C15H25Ag2F9O7

A molecular structure, C15H25Ag2F9O7 in a non-equilibrium geometry (ωB97M-V/def2-TZVPD, OMol25).

Geometry as ORCA input:
```
! RIJCOSX wB97M-V def2-TZVPD def2/J DEFGRID3
* xyz -1 2
Ag 0.842 -0.533 0.955
Ag 0.702 2.299 0.271
C -2.563 0.074 0.285
O -3.392 1.203 -0.049
O -1.266 0.593 0.406
C -3.095 -0.460 1.647
F -4.379 -0.937 1.597
F -2.390 -1.465 2.120
F -3.119 0.463 2.614
C -4.437 1.075 -1.010
C -5.313 2.356 -1.092
H -6.143 2.279 -1.794
H -5.782 2.766 -0.198
H -4.640 3.089 -1.538
H -4.986 0.161 -0.785
H -3.927 0.880 -1.954
H -2.754 -0.671 -0.488
C 2.642 1.094 -2.059
O 2.309 2.477 -2.284
O 1.543 0.507 -1.290
C 3.105 0.402 -3.464
F 2.258 0.686 -4.467
F 4.310 0.779 -3.945
F 3.006 -0.980 -3.297
C 3.352 3.306 -2.874
C 2.971 4.749 -2.425
H 3.543 5.475 -3.003
H 1.910 4.917 -2.611
H 3.243 4.892 -1.379
H 3.134 3.191 -3.936
H 4.396 3.124 -2.621
H 3.610 1.038 -1.562
C 1.226 -3.643 0.040
O 0.096 -3.449 -0.844
O 0.914 -3.048 1.269
C 1.829 -5.071 0.019
F 2.133 -5.462 -1.232
F 3.010 -5.050 0.592
F 1.146 -6.078 0.529
C -0.954 -4.424 -0.775
C -2.198 -4.135 -1.579
H -1.914 -3.725 -2.548
H -2.715 -5.094 -1.541
H -2.990 -3.470 -1.234
H -1.348 -4.715 0.199
H -0.591 -5.369 -1.180
H 1.900 -2.937 -0.444
C 1.974 2.407 4.752
C 1.272 1.294 3.902
C -0.069 0.862 4.587
O 1.515 1.622 2.569
H 1.830 2.051 5.773
H 1.487 3.381 4.749
H 3.008 2.575 4.450
H 1.966 0.461 4.012
H -0.774 1.691 4.515
H 0.043 0.489 5.605
H -0.484 0.013 4.045
*
```

## Properties
- Total energy: -2305.79954 Eh
- ⟨S²⟩: 0.76
- HOMO level (spin up / spin down): -4.848 / -4.814 eV
- M: 704.1 g mol⁻¹

Results of the Löwdin charge analysis, in e, for atoms 1 through 5:
1. Ag 0.768
2. Ag 0.765
3. C -0.401
4. O -0.125
5. O -0.306